Record 1
DFT (the ωB97M-V functional and the def2-TZVPD basis) results for a structure of composition C47H81BrF3IN16O5P3.

Geometry (Å):
I 0.640 3.237 0.446
Br 3.635 1.432 1.457
P 0.854 1.574 2.453
P -0.228 1.187 -2.102
P 3.646 -1.425 2.599
F 0.502 -1.894 6.100
F 0.615 -3.474 4.638
F 2.423 -2.491 5.350
O 5.057 -1.143 1.806
O 1.647 2.150 3.663
O -1.393 0.434 -3.017
O -1.670 -4.676 -0.826
O -0.600 1.117 2.832
N -0.725 -0.219 0.224
N 6.964 -1.966 4.738
N -7.434 2.385 0.944
N 1.429 0.879 0.009
N -1.131 7.948 6.800
N 5.558 -1.032 -1.161
N -0.455 -1.633 -5.771
N 3.913 -3.492 -7.145
N 1.821 2.209 -10.461
N -6.870 5.647 3.432
N -5.338 -9.063 0.065
N -0.416 3.663 4.629
N 4.955 -4.758 -0.614
N -2.515 8.562 2.378
N -1.629 3.147 -7.682
N -2.897 3.002 1.584
C 0.584 -2.157 -2.128
C -1.020 -0.666 -6.019
C -0.869 6.548 2.466
C 5.948 -5.061 -0.125
C -4.863 3.356 3.247
C -0.359 -4.935 -0.323
C 6.245 -1.696 5.591
C 7.208 -5.431 0.502
C 4.310 -0.895 -0.986
C -0.321 4.303 5.581
C 1.510 -2.905 -3.099
C 3.497 -2.076 -0.545
C 4.646 -5.719 -6.015
C 5.322 -1.344 6.659
C 0.175 -3.777 0.536
C 3.790 -3.258 2.768
C 2.096 -1.103 1.455
C 1.149 -2.297 4.978
C 0.391 0.004 -0.672
C -4.355 -0.932 0.345
C -6.130 6.878 1.260
C -1.889 -0.984 -0.282
C -3.627 8.144 6.086
C -6.543 6.190 2.474
C -4.578 -8.205 0.116
C 1.140 1.299 -3.323
C -3.615 -7.116 0.182
C 1.898 1.603 -9.489
C -1.238 3.449 -8.719
C -1.703 0.563 -6.390
C 0.978 -1.217 3.927
C -1.775 7.685 2.408
C 1.012 -1.673 2.437
C -3.201 -0.169 -0.311
C 1.243 -1.211 -1.107
C -0.749 3.816 -10.034
C 2.007 0.832 -8.258
C 1.914 0.440 1.275
C 4.237 -4.473 -6.647
C -9.581 2.622 2.394
C -8.380 2.489 1.584
C 2.325 -2.008 -4.024
C -3.758 3.134 2.332
C -0.258 5.151 6.752
C -2.234 8.031 6.489
C 1.639 -3.381 0.216
C 2.066 -1.896 0.064
H -9.444 3.393 3.151
H -3.117 -6.970 -0.774
H 0.024 -1.567 2.002
H 2.147 -3.668 -2.650
H 1.686 -1.497 -4.732
H -2.194 0.956 -2.903
H 0.001 -1.505 -2.790
H -0.145 6.200 6.472
H 5.514 -6.138 -6.521
H 0.270 -5.063 -1.203
H 2.121 1.181 -2.866
H 1.060 2.261 -3.825
H 4.906 -5.551 -4.971
H -4.570 -1.870 -0.164
H 3.424 -2.718 -1.419
H -0.842 0.206 2.599
H 0.130 -4.124 1.571
H -1.353 1.397 -5.788
H -5.812 3.302 2.720
H -10.432 2.896 1.773
H -3.463 0.044 -1.346
H -9.811 1.683 2.895
H 7.559 -6.388 0.119
H -0.166 -2.841 -1.736
H -4.107 -6.182 0.449
H 5.344 -2.089 7.453
H -1.574 3.995 -10.723
H -0.760 6.193 3.489
H -2.078 -1.805 0.414
H -0.350 -5.865 0.250
H -0.483 -2.917 0.481
H -2.852 -7.322 0.932
H -0.021 -0.841 4.149
H -5.593 7.794 1.502
H -4.121 -1.112 1.396
H 3.860 0.073 -1.231
H -4.791 4.336 3.710
H 4.310 -1.291 6.267
H 1.879 -3.881 -0.717
H 7.090 -5.517 1.581
H 1.645 -0.401 4.203
H 4.045 -3.762 1.838
H 2.966 -1.308 -3.480
H 0.832 -3.451 -3.761
H -4.214 8.612 6.875
H 1.973 -0.723 -1.755
H -1.095 0.707 0.446
H -3.711 8.751 5.185
H 1.025 2.583 4.306
H -1.516 0.800 -7.432
H 2.463 -0.138 -8.450
H 2.280 -3.906 0.921
H -6.997 7.136 0.655
H -5.235 -0.288 0.345
H 7.969 -4.679 0.299
H 3.018 -2.636 -4.584
H 4.091 -2.661 0.145
H 5.963 -0.156 -1.487
H -4.874 2.609 4.041
H -1.166 5.063 7.345
H 0.585 4.876 7.386
H 2.221 1.031 -0.602
H 4.650 -3.362 3.436
H 0.984 0.515 -4.066
H -0.151 4.724 -9.986
H 2.949 -3.715 3.280
H -4.051 7.162 5.880
H 2.620 1.362 -7.530
H -5.475 6.242 0.667
H 5.747 -1.749 2.109
H -1.744 -1.411 -1.269
H -3.095 0.774 0.227
H 1.024 0.664 -7.821
H -2.160 -4.172 -0.169
H -0.122 3.027 -10.445
H -2.780 0.476 -6.255
H 5.573 -0.377 7.091
H -1.242 5.720 1.864
H 1.160 -2.744 2.493
H 3.841 -6.451 -6.055
H 0.121 6.814 2.099

Its charge is +1. The HOMO energy is -9.770 eV. The electronic energy comes out at -198283.8614 eV. Its gap between HOMO and LUMO is 6.772 eV. The calculation puts the LUMO energy at -2.998 eV. As for the multiplicity: 1.

***

Record 2
DFT (the ωB97M-V functional and the def2-TZVPD basis) results for a cluster of 14 separate species, C47H82Cl4F3N9O9 in total.

Geometry (Å):
Cl 2.558 -5.793 -0.167
Cl 7.556 6.995 2.626
Cl 3.147 -7.301 -2.616
Cl 4.665 7.113 3.156
F -4.261 3.686 5.265
F -1.853 -0.291 1.224
F 6.724 1.014 -4.373
O -6.823 3.415 -1.593
O -3.647 1.873 -9.011
O -1.803 9.565 -1.817
O -0.367 -4.112 -7.511
O 7.574 0.896 4.335
O 0.640 -4.456 9.012
O -2.299 -8.427 2.675
O -8.401 -5.060 -4.594
O 2.734 1.465 10.174
N -3.362 -7.622 4.452
N -2.171 3.545 -9.147
N 1.671 -4.496 6.892
N 4.103 2.242 8.627
N 9.634 0.431 3.509
N -7.373 -7.008 -4.475
N -2.149 7.315 -2.157
N -1.340 -3.860 -9.456
N -9.075 3.097 -1.593
C -0.767 6.879 -2.041
C 2.906 -5.266 7.080
C -6.050 -4.888 -5.072
C -7.334 -5.664 -4.657
C -0.680 -0.007 0.711
C 1.418 1.122 1.054
C -2.442 2.458 -7.089
C 0.943 -0.011 -1.010
C -7.672 1.300 -0.874
C -2.537 8.591 -2.106
C -0.122 -5.992 -9.076
C -2.704 -8.489 5.429
C 8.674 1.478 -3.068
C 4.804 0.137 9.754
C 10.619 0.134 -3.317
C -2.144 7.227 5.879
C -3.417 5.376 6.723
C 6.327 7.145 3.875
C -0.274 -0.421 -0.544
C 1.823 0.710 -0.190
C 8.336 0.207 3.650
C -9.394 4.469 -2.013
C -4.015 8.711 -2.362
C -7.818 2.698 -1.405
C -0.469 -3.398 7.272
C -3.134 -7.694 3.143
C -4.034 -6.843 2.258
C 7.889 -1.000 2.917
C 2.246 -5.953 -1.931
C -2.404 6.758 4.608
C 10.326 1.621 4.077
C -3.118 5.587 4.386
C 0.698 -4.188 7.823
C 3.791 1.319 9.530
C -2.300 3.724 -10.585
C -2.650 6.518 6.933
C -0.656 -4.616 -8.599
C 3.265 3.440 8.319
C 8.653 -0.285 -4.672
C -2.794 2.602 -8.505
C -8.460 -7.853 -4.027
C 10.003 1.247 -2.728
C -1.547 -4.057 -10.881
C -3.604 4.848 5.470
C 9.921 -0.678 -4.215
C 0.139 0.729 1.515
C 8.014 0.761 -4.070
H -10.462 4.663 -1.918
H 1.508 -4.088 5.982
H -0.922 -6.469 -9.642
H -2.787 6.532 -2.183
H -2.098 -4.972 -11.099
H 2.772 1.032 -0.592
H -4.700 7.978 -1.934
H -9.801 2.413 -1.432
H -1.776 1.597 -7.130
H 5.581 -0.053 9.014
H 0.715 -5.763 -9.736
H 6.984 -0.703 2.386
H -9.199 -8.013 -4.813
H -1.416 -3.869 7.533
H 8.105 2.266 -2.598
H -2.476 -9.445 4.956
H -3.260 2.193 -6.419
H -7.408 1.343 0.183
H -4.323 -5.970 2.842
H -0.690 5.974 -1.438
H 6.526 8.015 4.500
H 2.440 -5.018 -2.455
H -0.543 -4.065 -11.306
H -3.506 -6.551 1.350
H -7.977 -8.815 -3.859
H 7.675 -1.800 3.626
H -1.435 4.053 -8.678
H 1.187 -6.195 -2.018
H -9.020 4.790 -2.986
H -8.597 0.731 -0.968
H 3.919 4.247 7.988
H -1.608 4.468 -10.979
H 5.350 0.230 10.693
H -0.349 -3.402 6.188
H -6.829 0.732 -1.266
H -1.871 3.283 -6.662
H -1.584 8.139 6.019
H -3.210 5.153 3.401
H 2.761 -6.338 6.941
H -2.012 2.822 -11.126
H -0.032 7.605 -1.692
H 10.315 -1.643 -4.497
H -5.210 -5.300 -4.512
H -1.953 7.340 3.819
H -1.761 -8.038 5.736
H -3.357 3.938 -10.746
H -0.453 -2.349 7.567
H -5.919 -5.061 -6.140
H 3.233 -5.264 8.120
H 8.681 -1.332 2.245
H 3.727 -4.966 6.429
H 4.257 -0.799 9.645
H 2.075 1.708 1.679
H -0.985 -0.925 -1.181
H 6.396 6.204 4.421
H -8.883 -7.469 -3.099
H -6.205 -3.852 -4.769
H 11.044 1.325 4.842
H -6.620 -7.581 -4.828
H 9.660 2.283 4.631
H -3.287 -8.578 6.346
H -4.109 8.594 -3.441
H 1.224 -0.275 -2.019
H 2.702 3.817 9.173
H -2.141 -3.188 -11.164
H -9.003 5.085 -1.204
H -2.423 6.895 7.920
H 0.171 -6.581 -8.207
H -4.879 -7.415 1.874
H 10.158 -0.167 2.886
H -0.110 1.008 2.528
H -4.186 -7.137 4.779
H -4.314 9.697 -2.007
H -1.748 -3.019 -9.074
H 2.560 3.182 7.529
H 10.754 2.194 3.254
H 10.495 1.853 -1.982
H 11.630 -0.097 -3.016
H 8.061 -0.894 -5.340
H 4.715 1.964 7.873
H -3.712 4.733 7.539
H -0.568 6.653 -3.089

The HOMO energy is -9.272 eV. The electronic energy comes out at -140149.4766 eV. Its gap between HOMO and LUMO is 9.334 eV. The calculation puts the LUMO energy at 0.062 eV. As for the multiplicity: 1.

***

Record 3
DFT (the ωB97M-V functional and the def2-TZVPD basis) results for a cluster of 11 separate species, C47H84F3N10O6P in total.

Geometry (Å):
P -1.544 -1.888 -1.231
F -1.279 -1.127 -6.535
F -3.344 -1.181 -5.861
F -1.920 0.154 -4.916
O -2.155 -3.200 -1.427
O -1.234 -1.076 -2.584
O -1.658 3.605 -2.022
O -0.091 -1.999 -0.551
O -1.810 -2.065 -4.581
O -2.353 -0.895 -0.336
N 0.534 2.136 -0.699
N 3.447 -7.179 -2.437
N -3.900 1.551 7.846
N 1.777 5.676 -4.266
N -5.559 2.306 -3.732
N 3.609 3.207 -8.913
N 3.063 -4.064 2.583
N 3.482 3.358 4.318
N 0.760 -0.485 6.184
N -2.918 -4.422 7.346
C 2.042 -4.276 2.095
C -3.388 -2.082 7.058
C 3.782 6.007 -7.359
C -2.393 -4.140 6.361
C -0.206 -3.530 5.355
C 3.187 1.312 -7.161
C 2.368 2.661 1.089
C -4.541 -1.864 8.031
C -4.822 4.195 -6.876
C -5.366 -0.610 7.712
C 3.360 7.469 -5.321
C 1.840 -9.841 -4.545
C -2.133 0.546 -0.433
C -0.774 1.583 6.631
C 1.548 -6.751 0.456
C 5.522 1.265 6.159
C 0.035 2.788 7.126
C 2.484 6.465 -4.715
C 2.416 -7.379 -2.909
C -4.650 1.764 -6.124
C 4.406 3.118 4.961
C 0.082 0.426 6.378
C -0.752 -1.816 -3.681
C -3.055 3.661 -1.795
C 0.066 -2.396 6.336
C 1.097 -7.648 -3.486
C 5.525 2.766 5.834
C 3.336 7.371 -6.851
C -5.158 2.058 -4.782
C 2.048 0.382 -7.599
C 0.836 -9.151 -3.630
C -4.550 0.603 7.777
C -1.702 -3.775 5.124
C 4.252 0.819 6.876
C -3.383 1.209 -0.979
C 0.517 -6.078 1.353
C 1.290 1.097 2.809
C 1.339 2.372 0.090
C -3.488 2.714 -0.693
C -1.195 4.766 -2.672
C -2.079 -1.069 -5.447
C -3.924 2.974 -6.724
C 0.715 1.107 -7.740
C 0.744 -4.567 1.484
C 3.422 2.374 -8.140
C 2.544 1.471 2.037
C 0.767 2.509 8.432
H -4.276 5.020 -7.334
H -6.192 -0.497 8.414
H -3.529 2.683 -7.699
H 4.370 7.307 -4.941
H 0.426 -1.202 -0.738
H 2.880 0.603 1.462
H -1.230 0.772 -0.983
H 0.763 1.884 -8.504
H -4.214 0.715 -0.467
H -4.156 -1.790 9.050
H 3.033 8.454 -4.988
H 0.753 3.082 6.356
H -2.850 -2.998 7.298
H 0.530 -6.534 2.345
H -2.176 -2.875 4.726
H 4.118 0.757 -7.041
H -0.482 -6.234 0.941
H -1.979 0.888 0.593
H 2.854 -9.765 -4.148
H 6.394 1.052 6.779
H 4.793 5.768 -7.023
H 2.949 1.777 -6.202
H 1.833 -9.397 -5.542
H 1.045 -7.156 -4.459
H 0.259 -3.298 4.395
H 2.317 -0.093 -8.545
H -3.595 3.403 -2.716
H 5.438 3.355 6.748
H 0.262 -4.448 5.717
H -0.072 0.414 -8.024
H -5.211 -2.725 8.006
H 0.069 2.218 9.219
H 3.776 5.975 -8.446
H -0.653 3.624 7.259
H 0.939 1.941 3.407
H -0.174 -9.284 -4.022
H 0.857 -9.614 -2.642
H -0.381 -1.460 5.996
H -0.138 4.639 -2.888
H 1.303 3.397 8.770
H 3.325 1.710 2.753
H 6.451 3.057 5.336
H -1.329 5.654 -2.038
H -5.789 -0.679 6.708
H 1.954 -0.416 -6.860
H 0.034 -1.227 -4.157
H 1.603 -10.900 -4.647
H -5.685 3.972 -7.508
H -2.961 2.955 0.237
H -3.977 0.916 -6.048
H 0.478 0.786 2.147
H 2.077 3.559 1.636
H -1.858 -4.578 4.402
H -0.368 -2.791 -3.384
H -1.527 1.298 7.366
H 1.137 -2.232 6.443
H 1.336 -7.816 0.357
H -3.514 0.995 -2.044
H 3.114 5.221 -7.010
H 0.705 -4.088 0.505
H -3.321 4.683 -1.492
H -3.751 -2.165 6.031
H -1.298 1.827 5.706
H 1.497 0.270 3.487
H -0.335 -2.627 7.325
H -5.191 4.537 -5.908
H 0.426 1.578 -6.797
H 3.366 0.971 6.258
H 0.348 -7.187 -2.840
H 1.497 1.706 8.313
H -0.034 -4.114 2.101
H -2.672 -1.259 7.098
H -3.067 3.223 -6.094
H 3.304 2.874 0.571
H -5.492 1.470 -6.754
H -1.733 4.945 -3.613
H 4.300 -0.242 7.118
H 4.115 1.371 7.809
H 1.548 -6.311 -0.541
H 3.980 8.155 -7.255
H 2.324 7.578 -7.205
H 5.642 0.698 5.234
H 2.556 -6.653 0.861
H -4.542 2.941 -0.513

The HOMO energy is -8.983 eV. The electronic energy comes out at -94725.2898 eV. As for the SMILES: COCCCCO[P@](=O)(O)OCOC(F)(F)F.CCCC#N.CCCC#N.CCCC#N.CCCC#N.CCCC#N.CCCC#N.CCCC#N.CCCC#N.CCCC#N.CCCC#N. Its gap between HOMO and LUMO is 9.227 eV. The calculation puts the LUMO energy at 0.244 eV. As for the multiplicity: 1.